Density functional theory data (wB97M-V/def2-TZVPD) for a cluster of 2 separate species, N2O2S in total at a distorted geometry.

Element x y z (Å)
1 N -0.83 -1.06 0.10
2 N -0.79 -0.33 0.91
3 O 3.13 0.46 -1.54
4 O -0.83 0.43 1.77
5 S 2.46 -0.13 -0.42

Values from the calculation:
Energy relative to the best compared isomer or geometry (same formula, charge and spin) in eV: 0.000
Net charge: 0
Multiplicity: 3
Expectation value of S²: 2.007

---

Density functional theory data (wB97M-V/def2-TZVPD) for the molecule N2O3S at a distorted geometry.

Element x y z (Å)
1 N -2.04 -0.11 0.08
2 N -0.97 0.14 0.30
3 O 0.33 -0.14 -1.41
4 O 1.31 -1.23 0.58
5 O 1.24 1.28 0.46
6 S 0.98 0.00 -0.12

Values from the calculation:
Energy relative to the best compared isomer or geometry (same formula, charge and spin) in eV: 1.165
Net charge: 0
Multiplicity: 1

---

Density functional theory data (wB97M-V/def2-TZVPD) for a structure of composition N4O12Pb2 at a distorted geometry.

Element x y z (Å)
1 Pb -2.12 -0.67 -0.64
2 Pb 3.20 -0.98 0.86
3 N 3.15 -0.43 -2.00
4 O 4.01 -1.17 -1.67
5 O 3.16 -0.13 -3.26
6 O 2.22 0.00 -1.24
7 N -3.13 -0.04 2.72
8 O -3.27 1.24 2.71
9 O -3.06 -0.62 1.52
10 O -2.20 -0.36 3.56
11 N -0.56 2.56 -1.32
12 O -0.98 1.70 -0.58
13 O 0.57 2.90 -1.09
14 O -1.28 2.92 -2.31
15 N 0.12 -1.77 0.84
16 O -0.10 -0.49 0.91
17 O -0.94 -2.39 0.53
18 O 1.21 -2.26 0.44

Values from the calculation:
Net charge: 0
Multiplicity: 1

---

Density functional theory data (wB97M-V/def2-TZVPD) for a structure of composition N4O16SSr at a distorted geometry.

Element x y z (Å)
1 Sr 0.50 -0.69 0.26
2 N 1.79 1.28 -2.75
3 O 1.21 1.95 -3.62
4 O 1.16 0.85 -1.78
5 O 3.04 0.97 -2.97
6 N -0.67 -3.38 1.85
7 O -0.92 -4.39 2.58
8 O -1.28 -3.17 0.81
9 O 0.28 -2.63 2.14
10 N -2.40 -1.36 -2.01
11 O -2.86 -2.29 -1.34
12 O -3.11 -0.67 -2.83
13 O -1.23 -0.96 -1.85
14 N 2.85 1.98 0.97
15 O 3.82 2.15 1.76
16 O 2.24 3.00 0.60
17 O 2.60 0.75 0.71
18 S -1.46 1.34 1.50
19 O -2.67 0.68 2.02
20 O -1.09 0.96 0.13
21 O -1.50 2.81 1.59
22 O -0.28 0.83 2.23

Values from the calculation:
Energy relative to the best compared isomer or geometry (same formula, charge and spin) in eV: 0.000
Net charge: -4
Multiplicity: 1

---

Density functional theory data (wB97M-V/def2-TZVPD) for a structure of composition N7O21Sr2 at a distorted geometry.

Element x y z (Å)
1 Sr -0.06 0.11 0.40
2 Sr 2.54 4.03 -0.51
3 N 3.64 -0.07 -0.75
4 O 4.12 1.08 -0.98
5 O 4.23 -0.92 -1.39
6 O 2.58 -0.37 -0.27
7 N 0.13 1.51 3.14
8 O 0.38 2.01 4.16
9 O -0.94 1.11 2.84
10 O 0.93 1.32 2.24
11 N -0.04 3.30 -1.98
12 O 0.85 3.92 -2.51
13 O 0.36 2.45 -1.14
14 O -1.23 3.49 -2.43
15 N 0.85 -3.44 -0.81
16 O 0.29 -2.32 -0.55
17 O 2.03 -3.67 -0.35
18 O 0.22 -4.21 -1.54
19 N -1.02 -0.27 -3.08
20 O -2.26 -0.39 -2.59
21 O -0.72 -0.26 -4.25
22 O -0.20 -0.30 -2.32
23 N -0.55 -3.00 2.97
24 O -1.08 -2.12 2.35
25 O 0.51 -2.71 3.52
26 O -0.80 -4.21 2.97
27 N -3.70 0.94 0.74
28 O -2.59 0.33 0.57
29 O -3.82 1.73 1.63
30 O -4.63 0.93 -0.10

Values from the calculation:
Net charge: -3
Multiplicity: 1

---

Density functional theory data (wB97M-V/def2-TZVPD) for a cluster of 2 separate species, NO5S in total at a distorted geometry.

Element x y z (Å)
1 N -1.84 -0.13 -0.05
2 O 1.74 0.07 -1.37
3 O -3.07 -0.25 -0.06
4 O 1.09 -1.42 0.51
5 O 2.00 0.83 0.95
6 O -1.27 0.98 0.00
7 S 1.36 -0.08 0.02

Values from the calculation:
Energy relative to the best compared isomer or geometry (same formula, charge and spin) in eV: 1.607
Net charge: -1
Multiplicity: 1

---

Density functional theory data (wB97M-V/def2-TZVPD) for a cluster of 2 separate species, O2 in total at a distorted geometry.

Element x y z (Å)
1 O 0.00 0.00 0.99
2 O 0.00 0.00 -0.99

Values from the calculation:
Energy relative to the best compared isomer or geometry (same formula, charge and spin) in eV: 6.697
Net charge: 0
Multiplicity: 1

---

Density functional theory data (wB97M-V/def2-TZVPD) for a cluster of 2 separate species, O2 in total at a distorted geometry.

Element x y z (Å)
1 O -0.17 0.92 0.08
2 O 0.17 -0.92 -0.08

Values from the calculation:
Energy relative to the best compared isomer or geometry (same formula, charge and spin) in eV: 5.934
Net charge: 0
Multiplicity: 1

---

Density functional theory data (wB97M-V/def2-TZVPD) for the molecule O3P2 at a distorted geometry.

Element x y z (Å)
1 O -1.90 -1.27 -0.29
2 P -1.20 -0.97 0.92
3 O 0.81 -0.49 0.38
4 P 1.59 0.69 -0.28
5 O 0.73 1.86 -0.41

Values from the calculation:
Energy relative to the best compared isomer or geometry (same formula, charge and spin) in eV: 1.053
Net charge: 0
Multiplicity: 1

---

Density functional theory data (wB97M-V/def2-TZVPD) for the ion O4P3 with charge -1 at a distorted geometry.

Element x y z (Å)
1 O -2.00 -0.29 1.17
2 O 2.72 -0.69 -0.04
3 O -1.78 0.21 -1.35
4 O 0.27 -1.09 -0.07
5 P 1.41 -0.02 0.02
6 P -1.17 0.07 0.01
7 P 0.54 1.82 0.27

Values from the calculation:
Energy relative to the best compared isomer or geometry (same formula, charge and spin) in eV: 0.000
Net charge: -1
Multiplicity: 1

---

Density functional theory data (wB97M-V/def2-TZVPD) for the ion O4P3 with charge -1 at a distorted geometry.

Element x y z (Å)
1 O 0.30 -1.94 -0.55
2 O -1.38 2.14 -1.20
3 O 0.92 -1.16 1.97
4 O -1.30 0.16 0.41
5 P -0.55 1.06 -0.59
6 P 0.53 -0.92 0.54
7 P 1.48 0.65 -0.58

Values from the calculation:
Energy relative to the best compared isomer or geometry (same formula, charge and spin) in eV: 0.300
Net charge: -1
Multiplicity: 1

---

Density functional theory data (wB97M-V/def2-TZVPD) for a structure of composition O4PSn3 at a distorted geometry.

Element x y z (Å)
1 Sn 2.71 -0.74 2.21
2 Sn -2.57 1.54 -1.77
3 Sn -0.65 -3.14 -0.34
4 P 0.10 0.45 -0.01
5 O 0.61 1.08 1.32
6 O 0.11 1.66 -1.12
7 O -1.22 -0.17 0.21
8 O 0.93 -0.68 -0.48

Values from the calculation:
Net charge: +3
Multiplicity: 1

---

Density functional theory data (wB97M-V/def2-TZVPD) for a structure of composition O4STl at a distorted geometry.

Element x y z (Å)
1 Tl -2.71 0.14 -2.11
2 S 0.55 0.01 0.43
3 O 0.07 0.38 1.78
4 O 1.52 -1.08 0.59
5 O -0.56 -0.54 -0.34
6 O 1.12 1.09 -0.34

Values from the calculation:
Net charge: +1
Multiplicity: 1

---

Density functional theory data (wB97M-V/def2-TZVPD) for the molecule OS2 at a distorted geometry.

Element x y z (Å)
1 O 1.02 -1.10 0.59
2 S -0.82 1.36 -1.24
3 S -0.21 -0.26 0.66

Values from the calculation:
Energy relative to the best compared isomer or geometry (same formula, charge and spin) in eV: 2.994
Net charge: 0
Multiplicity: 1

---

Density functional theory data (wB97M-V/def2-TZVPD) for the molecule S2.

Element x y z (Å)
1 S -0.49 -0.47 0.64
2 S 0.49 0.47 -0.64

Values from the calculation:
Energy relative to the best compared isomer or geometry (same formula, charge and spin) in eV: 0.009
Net charge: 0
Multiplicity: 1

---

One value per record, in order, for electronic energy: -17906.7741, -19956.1545, -41006.4588, -50374.7720, -55073.7027, -22560.5947, -4083.0817, -4083.8454, -24720.6279, -36061.1513, -36060.8513, -34938.3321, -23705.3388, -23714.0240, -21668.9882 eV.